{"formula": "C19H24N2O4S2", "method": "ωB97M-V/def2-TZVPD", "mol_weight_g_mol": 408.545, "homo_energy_ev": -8.141, "e_above_lowest_ev": 0.333, "gap_ha": 0.3178, "elements": ["C", "O", "C", "C", "C", "C", "C", "N", "C", "O", "C", "C", "C", "C", "C", "N", "S", "O", "O", "C", "C", "C", "C", "S", "C", "C", "C", "H", "H", "H", "H", "H", "H", "H", "H", "H", "H", "H", "H", "H", "H", "H", "H", "H", "H", "H", "H", "H", "H", "H", "H"], "positions_angstrom": [[8.019211, 1.575412, 0.090685], [8.175953, 0.179328, -0.011416], [7.062263, -0.600425, 0.001929], [7.278213, -1.975491, -0.104546], [6.204913, -2.841594, -0.100191], [4.912011, -2.361580, 0.009151], [4.692640, -0.991681, 0.115924], [3.369107, -0.548738, 0.226282], [2.884548, 0.720941, 0.323607], [3.567879, 1.720999, 0.352552], [1.359717, 0.757852, 0.356110], [0.832021, 0.626447, -1.078589], [-0.692437, 0.686522, -1.092743], [-1.184413, 1.998661, -0.482737], [-2.715176, 2.110699, -0.543550], [-3.432775, 1.104608, 0.209615], [-3.713197, -0.383831, -0.488726], [-3.009657, -1.398694, 0.244815], [-3.550307, -0.290387, -1.906214], [-5.438709, -0.564285, -0.150249], [-6.472176, -0.438242, -1.024935], [-7.725886, -0.616970, -0.401093], [-7.609282, -0.869277, 0.929835], [-5.968872, -0.900488, 1.447209], [-0.655991, 2.131304, 0.947439], [0.867693, 2.069045, 0.966528], [5.767549, -0.109322, 0.112621], [7.541935, 1.858019, 1.033883], [9.026829, 1.987056, 0.057273], [7.434855, 1.975879, -0.743224], [8.290786, -2.335057, -0.188944], [6.374470, -3.904572, -0.182750], [4.075045, -3.045014, 0.011475], [2.685402, -1.293372, 0.209657], [0.985398, -0.082335, 0.951784], [1.238658, 1.443543, -1.679088], [1.167230, -0.313807, -1.521773], [-1.095766, -0.156297, -0.527889], [-1.058242, 0.594785, -2.116529], [-0.784508, 2.829547, -1.075310], [-3.032765, 3.091249, -0.173180], [-3.051236, 1.994773, -1.575242], [-3.094937, 0.992030, 1.153344], [-6.321218, -0.233973, -2.068342], [-8.664967, -0.561170, -0.920677], [-8.392696, -1.042877, 1.640397], [-1.046025, 1.315096, 1.561989], [-0.992482, 3.074852, 1.383536], [1.287484, 2.900040, 0.397630], [1.233667, 2.154595, 1.991638], [5.568351, 0.943948, 0.196593]], "atomic_forces_ev_per_a": [[-0.0283, 0.2403, 0.0179], [-0.0630, -0.3339, -0.0183], [-0.0935, -0.3505, -0.0184], [0.1727, 0.1672, 0.0011], [0.0251, 0.1213, 0.0086], [-0.1492, 0.0872, 0.0146], [0.3389, -0.1711, -0.0483], [-0.0814, -0.4373, -0.0073], [-0.5310, -0.2002, 0.1542], [0.1729, 0.2371, -0.0258], [0.2049, 0.4498, -0.1642], [-0.2262, -0.2377, 0.1445], [0.2294, 0.3096, -0.2046], [-0.3410, -0.2324, 0.1673], [0.3597, 0.3670, -0.4722], [-0.0217, -0.8103, -0.2015], [-0.5866, 0.1504, 0.4605], [-0.2044, 0.1622, 0.1932], [-0.1268, 0.2786, -0.0542], [0.3781, -0.1792, 0.1505], [0.3955, 0.0183, -0.1019], [-0.0541, -0.0297, 0.1860], [0.3828, 0.0584, 0.0870], [-0.3467, -0.0687, -0.2161], [0.1316, 0.2103, -0.3006], [-0.0533, -0.2497, 0.1969], [0.1927, 0.3870, 0.0144], [0.0039, -0.0081, -0.0419], [-0.0928, 0.0145, 0.0068], [0.0086, -0.0135, 0.0395], [0.1284, -0.0487, -0.0114], [0.0179, -0.0860, -0.0078], [-0.0995, -0.0713, 0.0014], [0.0427, 0.2218, 0.0277], [0.0148, -0.0277, -0.0090], [0.0821, 0.0076, -0.0401], [0.0458, 0.0242, -0.0597], [0.0957, -0.0313, -0.0069], [-0.0236, -0.0529, 0.0033], [-0.0090, 0.0275, 0.0039], [-0.0078, -0.0793, -0.0816], [0.0571, 0.2650, -0.0084], [-0.0278, -0.1729, 0.1977], [0.0287, 0.0455, -0.2244], [-0.1728, -0.0087, -0.0599], [-0.1709, -0.0451, 0.1481], [-0.0617, -0.0426, 0.0850], [-0.0494, -0.0017, 0.0708], [0.0355, 0.0177, 0.0295], [0.0557, 0.0757, -0.0269], [0.0214, 0.0461, 0.0011]]}